Entry 1:
C20H14AsBr2F9N2NiO | ωB97M-V/def2-TZVPD

The geometry in XYZ format:
```
50
C20H14AsBr2F9N2NiO | the OMol25 dataset | ωB97M-V/def2-TZVPD
Ni 1.7593 -1.5608 -1.6734
O -3.0334 -3.8901 -4.5079
C -2.1198 -3.2927 -3.7686
C -2.0376 -3.4091 -2.3729
C -1.0446 -2.7426 -1.6927
N -0.1455 -1.9788 -2.3185
C -0.2164 -1.8647 -3.6540
Br 1.1268 -0.7353 -4.3824
C -1.1745 -2.4810 -4.4196
H -3.6576 -4.4165 -3.9868
H -2.7391 -4.0222 -1.8281
H -0.9625 -2.7993 -0.6135
H -1.2096 -2.3808 -5.4932
C 3.1146 1.1797 2.8563
C 2.2693 0.9379 1.6456
C 1.0043 1.4478 1.5778
C -0.0925 1.3221 0.5820
C 0.2241 1.0838 -0.8471
Br -0.9389 1.4492 -2.2801
N 2.2911 -0.2686 -0.4099
C 2.9157 0.1316 0.6443
H 2.5913 1.7696 3.6023
H 4.0385 1.6934 2.5898
H 3.3916 0.2231 3.3041
H 0.6552 1.9618 2.4632
H -1.9373 2.1502 -0.0226
H 3.9546 -0.1492 0.7605
F -2.9546 5.3358 4.4760
C -3.4878 4.1686 4.1152
F -4.7152 4.4261 3.6305
F -3.6575 3.4454 5.2287
C -2.6579 3.4445 3.0909
C -2.8774 2.0671 2.8966
C -2.2425 1.4059 1.8992
C -1.3650 2.1114 0.9289
C -1.0614 3.5156 1.3024
C -1.7181 4.1439 2.3154
C -0.1804 -0.1775 0.2575
C 0.9695 -0.1602 -0.6362
H -3.5533 1.5486 3.5594
H -2.3896 0.3516 1.7348
H -0.3404 4.0432 0.6992
H -1.5224 5.1805 2.5446
F 3.0287 -2.9502 -0.4099
As 3.7949 -3.5696 -1.9882
F 3.7158 -1.7338 -2.4130
F 1.9915 -3.5099 -2.5264
F 5.3676 -3.3369 -1.3923
F 3.6129 -5.1750 -1.4686
F 4.2155 -3.9336 -3.5993
```

## Properties
* ⟨S²⟩: 0.905
* gap between HOMO and LUMO (alpha / beta): 4.633 / 4.615 eV
* M: 762.8 g/mol
* ΔE to the lowest compared entry with this formula, charge and spin: 141.2 kcal per mole
* calculated total energy: -292408.150 eV
* HOMO energy (alpha / beta): -10.9 / -10.8 eV
* spin multiplicity: 2
* net charge: +1

---

Entry 2:
C20H14AuBr4N2O7S | ωB97M-V/def2-TZVPD

The geometry in XYZ format:
```
49
C20H14AuBr4N2O7S | the OMol25 dataset | ωB97M-V/def2-TZVPD
Au -1.1899 0.6200 1.5858
Br 2.6207 4.7635 -3.1824
C 2.0042 3.7725 -1.6952
C 2.8150 2.7307 -1.1557
Br 4.4973 2.3648 -1.9264
C 2.3675 1.9782 -0.0954
Br 3.3396 0.5248 0.5986
C 1.0973 2.2027 0.5157
O 0.7137 1.5067 1.4911
C 0.2586 3.3164 -0.0035
O -0.8097 3.5976 0.5353
C 0.7820 4.0445 -1.1464
Br -0.3560 5.3883 -1.8108
C 1.0969 0.6204 -3.6302
C -0.1014 0.3730 -2.7514
C -0.2928 -0.8612 -2.1344
C -1.4006 -1.0872 -1.3320
C -2.3149 -0.0659 -1.1180
C -2.1449 1.1678 -1.7275
C -1.0445 1.3776 -2.5469
S -3.6696 -0.3192 0.0161
O -4.3502 -1.5459 -0.3617
O -4.4887 0.8785 -0.0626
N -2.8694 -0.5108 1.3793
C -3.6421 -1.0192 2.5157
C -2.7932 -1.6257 3.6620
O -3.4642 -1.9747 4.6540
O -1.5532 -1.7157 3.4938
H 1.8168 -0.1942 -3.5467
H 1.6031 1.5486 -3.3580
H 0.8040 0.7091 -4.6800
H 0.4377 -1.6538 -2.2495
H -1.5345 -2.0428 -0.8420
H -2.8546 1.9577 -1.5211
H -0.9030 2.3478 -3.0140
H -4.3158 -1.8078 2.1721
H -4.2625 -0.2355 2.9624
O 1.0468 -3.4576 -0.5957
N 1.5075 -3.0234 0.5255
C 2.8386 -3.1171 0.7797
C 3.3739 -2.6890 1.9716
C 2.5471 -2.1365 2.9418
C 1.1952 -2.0343 2.6710
C 0.6946 -2.4816 1.4621
H 3.4043 -3.5487 -0.0310
H 4.4413 -2.7880 2.1216
H 2.9507 -1.7867 3.8824
H 0.4585 -1.6383 3.3602
H -0.3573 -2.4306 1.2206
```

## Properties
* ⟨S²⟩: 0.771
* gap between HOMO and LUMO (alpha / beta): 5.967 / 5.390 eV
* M: 943.0 g/mol
* ΔE to the lowest compared entry with this formula, charge and spin: 0.0 kcal per mole
* calculated total energy: -332977.125 eV
* HOMO energy (alpha / beta): -2.4 / -2.4 eV
* spin multiplicity: 2
* net charge: -2

---

Entry 3:
C20H14BrNO5Sn | ωB97M-V/def2-TZVPD

The geometry in XYZ format:
```
42
C20H14BrNO5Sn | the OMol25 dataset | ωB97M-V/def2-TZVPD
Sn 0.5345 -0.0718 -2.5440
Br -2.2614 2.3148 -1.2972
C -0.9791 3.2109 -2.3769
C -1.2108 4.4913 -2.8306
C -0.2172 5.0692 -3.6107
C 0.9407 4.3622 -3.8960
C 1.0775 3.0802 -3.4002
N 0.1164 2.5213 -2.6462
C 2.3485 2.2564 -3.6877
O 3.2582 2.8262 -4.2582
O 2.3170 1.0386 -3.2510
H -2.1266 5.0107 -2.5863
H -0.3541 6.0743 -3.9950
H 1.7438 4.7768 -4.4925
O 0.1803 -0.1334 -0.1386
C -0.2585 -1.3832 0.4690
C -0.7486 -2.3137 -0.6850
O -1.4686 -3.2529 -0.4049
O -0.2620 -2.0040 -1.8463
C 0.9300 -2.1086 1.1053
C 2.2416 -1.7324 0.8397
C 3.3055 -2.4589 1.3696
C 3.0619 -3.5740 2.1543
C 1.7496 -3.9568 2.4176
C 0.6906 -3.2279 1.9034
C -1.3420 -1.0304 1.4767
C -0.9507 -0.4477 2.6833
C -1.8943 -0.0078 3.6006
C -3.2469 -0.1530 3.3207
C -3.6434 -0.7335 2.1234
C -2.6979 -1.1652 1.1996
H 0.4585 0.4519 0.5758
H 2.4477 -0.8742 0.2170
H 4.3242 -2.1484 1.1616
H 3.8891 -4.1462 2.5563
H 1.5519 -4.8334 3.0251
H -0.3315 -3.5308 2.0952
H 0.1084 -0.3532 2.9118
H -1.5749 0.4473 4.5311
H -3.9902 0.1789 4.0365
H -4.6986 -0.8472 1.9004
H -3.0187 -1.6228 0.2733
```

## Properties
* gap between HOMO and LUMO: 8.268 eV
* M: 546.9 g/mol
* ΔE to the lowest compared entry with this formula, charge and spin: 0.0 kcal per mole
* calculated total energy: -108569.741 eV
* HOMO energy: -9.0 eV

---

Entry 4:
C20H15ClF5NO6Tc | ωB97M-V/def2-TZVPD

The geometry in XYZ format:
```
49
C20H15ClF5NO6Tc | the OMol25 dataset | ωB97M-V/def2-TZVPD
Tc 0.4781 -0.0296 0.8922
O 1.9236 -1.4581 4.3184
Cl 2.5534 -1.2518 3.0704
O 1.9552 -2.4144 2.0974
O 1.7243 -1.2893 0.0704
O 2.0479 -0.0293 2.3979
N 1.7693 1.2380 -1.3303
C 0.9828 0.9863 -2.4637
C 0.9458 -0.2905 -3.0224
C 0.1068 -0.5492 -4.0936
C -0.7072 0.4517 -4.6123
C -0.6647 1.7234 -4.0546
C 0.1701 1.9926 -2.9836
H 2.5811 0.6412 -1.2448
H 2.0104 2.2104 -1.1966
H 1.5790 -1.0727 -2.6240
H 0.0954 -1.5385 -4.5304
H -1.3542 0.2470 -5.4534
H -1.2795 2.5152 -4.4599
H 0.2020 2.9865 -2.5545
F -0.6255 6.4171 3.8154
C -0.4831 5.1869 3.3558
C -0.8540 4.8915 2.0476
F -1.3490 5.8391 1.2666
C -0.7006 3.6008 1.5717
F -1.0464 3.2964 0.3195
C -0.1837 2.6013 2.3939
O -0.0530 1.3549 1.9330
C 0.1851 2.9036 3.7000
F 0.6768 1.9505 4.4791
C 0.0358 4.1968 4.1802
F 0.3864 4.4867 5.4225
C -1.9400 0.1578 -1.0821
O -0.7086 -0.0757 -0.4065
H -2.1692 1.2157 -0.9598
H -2.7138 -0.4681 -0.6331
H -1.7746 -0.0926 -2.1286
C 1.1439 -2.0516 0.9392
C 0.3459 -3.2582 0.5923
C 0.9503 -4.5101 0.7144
C 0.2668 -5.6457 0.3149
C -1.0200 -5.5431 -0.1946
C -1.6247 -4.3009 -0.3023
C -0.9440 -3.1590 0.0902
H 1.9546 -4.6008 1.1015
H 0.7420 -6.6120 0.4010
H -1.5522 -6.4332 -0.4998
H -2.6327 -4.2184 -0.6829
H -1.4321 -2.1986 0.0288
```

## Properties
* gap between HOMO and LUMO (alpha / beta): 6.113 / 6.113 eV
* M: 593.8 g/mol
* ΔE to the lowest compared entry with this formula, charge and spin: 41.0 kcal per mole
* calculated total energy: -63050.679 eV
* HOMO energy (alpha / beta): -11.4 / -11.4 eV
* net charge: +1

---

Entry 5:
C20H15F3N2O2 | ωB97M-V/def2-TZVPD

The geometry in XYZ format:
```
42
C20H15F3N2O2 | the OMol25 dataset | ωB97M-V/def2-TZVPD
O 2.7633 4.0056 -2.2082
C 1.9277 3.1452 -2.3903
N 1.6516 2.7033 -3.6529
C 0.6094 1.8919 -4.1133
C 0.8412 1.0583 -5.2051
C -0.1672 0.2471 -5.6899
C -1.4183 0.2594 -5.0964
C -1.6596 1.1062 -4.0275
C -0.6596 1.9272 -3.5405
C 1.2015 2.4832 -1.2678
C 0.7158 3.2628 -0.2242
C 0.0721 2.6611 0.8408
C -0.0806 1.2853 0.8760
C 0.4316 0.4956 -0.1454
C 0.2723 -1.0085 -0.1399
N 0.2905 -1.5618 1.1982
C -0.8535 -1.7656 1.8646
C -0.8616 -2.2329 3.1468
C -2.1433 -2.4489 3.8860
F -2.2027 -3.6576 4.4678
F -3.2236 -2.3494 3.0958
F -2.3188 -1.5522 4.8767
C 0.3753 -2.4956 3.7910
C 1.5313 -2.2909 3.1198
C 1.5633 -1.7996 1.7634
O 2.5599 -1.5943 1.1035
C 1.0798 1.1000 -1.2116
H 2.2976 3.0413 -4.3566
H 1.8178 1.0479 -5.6672
H 0.0259 -0.3980 -6.5339
H -2.2041 -0.3772 -5.4732
H -2.6396 1.1400 -3.5751
H -0.8635 2.6032 -2.7250
H 0.8477 4.3332 -0.2620
H -0.3127 3.2632 1.6498
H -0.5895 0.8313 1.7144
H -0.6682 -1.2834 -0.6272
H 1.1061 -1.4548 -0.6890
H -1.7731 -1.5521 1.3365
H 0.3706 -2.8601 4.8070
H 2.4908 -2.4798 3.5733
H 1.4975 0.4878 -1.9969
```

## Properties
* gap between HOMO and LUMO: 9.011 eV
* M: 372.3 g/mol
* calculated total energy: -36212.622 eV
* HOMO energy: -8.8 eV
* SMILES string: O=C(Nc1ccccc1)c1cccc(Cn2cc(C(F)(F)F)ccc2=O)c1

---

Entry 6:
C20H15N6O6S2Sn | ωB97M-V/def2-TZVPD

The geometry in XYZ format:
```
50
C20H15N6O6S2Sn | the OMol25 dataset | ωB97M-V/def2-TZVPD
Sn -2.0681 -1.0191 -0.5476
O -4.1571 -4.2427 1.3892
C -3.3442 -3.5041 0.8711
O -3.5296 -2.6423 -0.0712
C -1.9091 -3.5323 1.3838
C -1.4367 -4.4651 2.2917
C -0.1168 -4.3723 2.7063
C 0.6899 -3.3457 2.2216
C 0.1349 -2.4429 1.3404
N -1.1322 -2.5539 0.9374
C 0.8622 -1.2440 0.7860
O 2.0785 -1.1298 0.9139
O 0.0935 -0.4038 0.1927
H -2.1101 -5.2328 2.6468
H 0.2865 -5.0916 3.4074
H 1.7236 -3.2298 2.5164
N 3.6722 1.0276 -5.1295
C 3.1308 1.3200 -3.9653
C 2.6609 2.6503 -3.7041
C 2.0019 2.9143 -2.5649
C 1.6565 1.8297 -1.6575
C 2.3951 0.5854 -1.7925
C 3.0565 0.3264 -2.9347
S -0.2312 1.3148 -2.4638
O -0.4603 2.1499 -3.5986
O -0.2443 -0.1000 -2.6742
N -0.9807 1.8348 -1.1698
C -0.1945 2.1444 -0.1509
N 1.1759 2.1801 -0.3452
C 2.0163 2.3658 0.7036
C 1.5167 2.6395 1.9303
C 0.1146 2.6934 2.0388
N -0.7099 2.4478 1.0485
H 3.7154 1.7076 -5.8714
H 3.9869 0.0922 -5.3316
H 2.8308 3.4281 -4.4378
H 1.6326 3.9099 -2.3520
H 2.3525 -0.1339 -0.9745
H 3.5571 -0.6230 -3.0799
H 3.0747 2.2938 0.4938
H 2.1641 2.7919 2.7798
H -0.3540 2.9448 2.9855
S -5.2207 0.4702 2.7202
C -3.6883 0.6057 3.4708
C -2.7190 0.2145 2.6130
N -3.1825 -0.1774 1.3785
C -4.4859 -0.0967 1.3047
H -3.5944 0.9452 4.4896
H -1.6601 0.1660 2.8185
H -5.0510 -0.4110 0.4367
```

## Properties
* gap between HOMO and LUMO: 6.429 eV
* M: 618.2 g/mol
* ΔE to the lowest compared entry with this formula, charge and spin: 0.0 kcal per mole
* calculated total energy: -69705.865 eV
* HOMO energy: -11.2 eV
* net charge: +1

---

Entry 7:
C20H15N8SSeTa | ωB97M-V/def2-TZVPD

The geometry in XYZ format:
```
46
C20H15N8SSeTa | the OMol25 dataset | ωB97M-V/def2-TZVPD
Ta 0.2225 0.7523 -0.0864
C 1.7338 2.6365 -3.8856
C 1.1052 1.8273 -2.8254
N 1.1167 2.1342 -1.5468
N 1.7345 3.3109 -1.2352
C 1.6097 3.6986 -0.0127
N 2.0972 4.8225 0.4679
S 0.7060 2.6489 1.1430
C 0.3959 0.5806 -3.1273
C 0.2397 0.0414 -4.3801
C -0.4687 -1.1593 -4.5191
C -0.9914 -1.7877 -3.3951
C -0.7940 -1.2060 -2.1609
N -0.1175 -0.0367 -2.0216
H 2.0042 3.6253 -3.5348
H 1.0725 2.7127 -4.7512
H 2.6464 2.1279 -4.2253
H 2.5945 5.4562 -0.1491
H 1.9994 5.0971 1.4348
H 0.6567 0.5323 -5.2492
H -0.6051 -1.5951 -5.5026
H -1.5447 -2.7144 -3.4728
H -1.1859 -1.6666 -1.2589
Se -1.8811 -4.1023 5.2270
N -0.3703 -3.8610 4.3525
C -0.5626 -2.8555 3.5276
C 0.4546 -2.3301 2.6453
C 1.7661 -2.8485 2.6232
C 2.7297 -2.3001 1.7935
C 2.3858 -1.2363 0.9848
N 1.1289 -0.7301 0.9778
C 0.1414 -1.2586 1.8114
C -1.1898 -0.6630 1.8238
N -1.4819 0.4332 0.9979
C -2.6913 1.0411 1.0726
C -3.6814 0.5915 1.9205
C -3.4256 -0.5055 2.7268
C -2.1673 -1.1442 2.6918
C -1.8605 -2.2641 3.5529
N -2.7184 -2.7917 4.3986
H 2.0006 -3.6799 3.2808
H 3.7420 -2.6825 1.7743
H 3.1072 -0.7638 0.3280
H -2.8417 1.8984 0.4265
H -4.6352 1.1026 1.9458
H -4.1767 -0.8885 3.4108
```

## Properties
* gap between HOMO and LUMO: 5.226 eV
* M: 659.4 g/mol
* ΔE to the lowest compared entry with this formula, charge and spin: 0.0 kcal per mole
* calculated total energy: -110596.480 eV
* HOMO energy: -20.2 eV
* net charge: +4

---

Entry 8:
C20H16BrLuN3O3 | ωB97M-V/def2-TZVPD

The geometry in XYZ format:
```
44
C20H16BrLuN3O3 | the OMol25 dataset | ωB97M-V/def2-TZVPD
Lu 0.3446 -0.0776 -0.2064
O 3.1974 3.2496 -0.6337
C 2.4089 4.2799 -0.2113
C 3.0233 5.5187 -0.0764
C 2.2804 6.6122 0.3219
C 0.9165 6.4937 0.5882
C 0.3140 5.2609 0.4676
C 1.0473 4.1314 0.0816
C 0.3772 2.8193 0.0251
O 1.0194 1.8024 -0.5917
N -0.7646 2.6669 0.6078
N -1.2045 1.3229 0.5006
C -2.4605 1.1247 0.6621
C -3.1146 -0.1598 0.4544
C -4.4264 -0.3119 0.9236
C -5.1330 -1.4755 0.7128
C -4.5325 -2.5030 -0.0166
C -3.2496 -2.3663 -0.5165
C -2.5282 -1.2035 -0.2779
O -1.2783 -1.0803 -0.7589
H 2.5901 2.5314 -0.8637
H 4.0778 5.6015 -0.3029
H 2.7660 7.5755 0.4175
H 0.3363 7.3573 0.8822
H -0.7400 5.1428 0.6786
H -3.0711 1.9896 0.9182
H -4.8826 0.5095 1.4645
H -6.1405 -1.5819 1.0899
H -5.0808 -3.4163 -0.2121
H -2.7925 -3.1418 -1.1176
C 0.8257 -6.0435 -0.3150
C 1.5196 -4.7056 -0.3347
C 2.9028 -4.5867 -0.4074
C 3.5234 -3.3427 -0.4338
C 2.6886 -2.2551 -0.3796
Br 3.3280 -0.4792 -0.4367
N 1.3707 -2.3201 -0.3051
C 0.7899 -3.5274 -0.2856
H 1.5459 -6.8595 -0.3297
H 0.1751 -6.1576 -1.1826
H 0.2138 -6.1529 0.5808
H 3.5134 -5.4815 -0.4482
H 4.5960 -3.2346 -0.4977
H -0.2924 -3.5260 -0.2355
```

## Properties
* gap between HOMO and LUMO: 6.886 eV
* M: 601.2 g/mol
* ΔE to the lowest compared entry with this formula, charge and spin: 8.8 kcal per mole
* calculated total energy: -135272.786 eV
* HOMO energy: -10.7 eV
* net charge: +1

---

Entry 9:
C20H16Cl5N3Pd | ωB97M-V/def2-TZVPD

The geometry in XYZ format:
```
45
C20H16Cl5N3Pd | the OMol25 dataset | ωB97M-V/def2-TZVPD
Pd 1.0974 -0.3332 1.7842
Cl 2.3860 -2.5420 1.6058
C 0.7059 -2.8568 1.2102
C -0.0516 -1.7296 1.1565
C -1.3969 -1.6803 0.9300
Cl -2.2398 -0.1857 0.8338
C -2.0083 -2.9295 0.7319
Cl -3.6740 -2.9722 0.4130
C -1.2557 -4.1176 0.7785
Cl -2.0177 -5.6096 0.5261
C 0.1284 -4.0942 1.0226
Cl 1.0876 -5.4927 1.1050
C -0.3760 1.2681 3.3442
C 0.0315 0.0842 4.2557
C 0.0468 0.4790 5.7511
C 1.3832 -0.3549 3.8743
H -1.4466 1.4494 3.4130
H -0.2055 1.0761 2.2581
H 0.1815 2.1735 3.5840
H -0.6672 -0.7455 4.1287
H 0.7722 1.2701 5.9441
H 0.2645 -0.3689 6.3983
H -0.9510 0.8522 5.9935
H 1.7070 -1.3670 4.1032
H 2.1830 0.3938 3.8688
N -2.6660 3.0526 -7.5135
C -2.0387 2.6997 -6.6190
C -1.2578 2.2538 -5.4891
C -1.8920 1.9485 -4.2891
C -1.1503 1.5160 -3.2049
C 0.2242 1.4033 -3.3287
C 0.8696 1.7057 -4.5140
C 0.1220 2.1294 -5.5999
N 1.0060 0.9603 -2.1945
C 2.2381 0.3276 -2.2506
C 2.5993 0.0718 -0.9765
N 1.6284 0.5730 -0.1147
C 0.6703 1.0682 -0.9130
H -2.9667 2.0389 -4.2126
H -1.6607 1.2487 -2.2888
H 1.9453 1.6480 -4.6027
H 0.6115 2.3720 -6.5328
H 2.7365 0.1107 -3.1782
H 3.5113 -0.3740 -0.6179
H -0.2148 1.5793 -0.5740
```

## Properties
* gap between HOMO and LUMO (alpha / beta): 4.542 / 4.543 eV
* M: 582.1 g/mol
* ΔE to the lowest compared entry with this formula, charge and spin: 15.8 kcal per mole
* calculated total energy: -91541.921 eV
* HOMO energy (alpha / beta): -14.4 / -14.4 eV
* net charge: +2

---

Entry 10:
C20H16N5O2PdSe | ωB97M-V/def2-TZVPD

The geometry in XYZ format:
```
45
C20H16N5O2PdSe | the OMol25 dataset | ωB97M-V/def2-TZVPD
Pd 0.3339 0.6522 0.6335
O 3.9011 2.3475 1.9963
C 2.9900 1.7977 1.3962
N 1.7583 2.2486 1.0754
C 1.3460 3.5232 1.2499
O 1.8901 4.4501 1.8309
C 0.0132 3.7980 0.5523
C -0.6195 5.0084 0.8123
C -1.8137 5.2977 0.1784
C -2.3147 4.3812 -0.7333
C -1.6004 3.2130 -0.9506
N -0.4777 2.9021 -0.3102
C 3.2380 0.3834 0.8634
C 4.3675 -0.2927 1.3062
C 4.6196 -1.5722 0.8453
C 3.7457 -2.1252 -0.0803
C 2.6551 -1.3753 -0.4889
N 2.3867 -0.1573 -0.0220
H -0.1508 5.6897 1.5081
H -2.3439 6.2198 0.3833
H -3.2410 4.5597 -1.2640
H -1.9512 2.4915 -1.6803
H 5.0141 0.2118 2.0103
H 5.4826 -2.1272 1.1918
H 3.9001 -3.1197 -0.4781
H 1.9597 -1.7728 -1.2189
C -2.9290 -0.0827 -0.5407
N -1.9121 -1.0687 -0.3168
C -0.8658 -0.9139 0.6214
Se -1.1854 -0.0395 2.3859
N -0.2321 -2.1758 0.5982
C -0.9024 -3.0705 -0.1995
C -0.6929 -4.4042 -0.4882
C -1.5736 -5.0281 -1.3803
C -2.6234 -4.3314 -1.9527
C -2.8391 -2.9794 -1.6608
C -1.9681 -2.3598 -0.7856
H -2.6809 0.7942 0.0508
H -3.9057 -0.4582 -0.2181
H -2.9815 0.1888 -1.5993
H 0.4710 -2.4043 1.2719
H 0.1234 -4.9501 -0.0310
H -1.4318 -6.0739 -1.6239
H -3.2923 -4.8379 -2.6377
H -3.6671 -2.4376 -2.1004
```

## Properties
* gap between HOMO and LUMO: 6.339 eV
* M: 543.8 g/mol
* calculated total energy: -101374.368 eV
* HOMO energy: -3.5 eV
* net charge: -1